{"formula": "C36H104N4O24", "method": "ωB97M-V with the def2-TZVPD basis set", "gap_ev": [1.47, 8.00], "charge": -1, "relative_energy_kj_mol": 0.0, "multiplicity": 2, "elements": ["C", "C", "O", "O", "H", "H", "H", "H", "H", "H", "C", "C", "O", "O", "H", "H", "H", "H", "H", "H", "C", "C", "O", "O", "H", "H", "H", "H", "H", "H", "C", "C", "O", "O", "H", "H", "H", "H", "H", "H", "C", "C", "O", "O", "H", "H", "H", "H", "H", "H", "C", "C", "O", "O", "H", "H", "H", "H", "H", "H", "C", "C", "O", "O", "H", "H", "H", "H", "H", "H", "C", "C", "O", "O", "H", "H", "H", "H", "H", "H", "C", "C", "O", "O", "H", "H", "H", "H", "H", "H", "C", "C", "O", "O", "H", "H", "H", "H", "H", "H", "C", "C", "C", "O", "C", "N", "H", "H", "H", "H", "H", "H", "H", "H", "H", "H", "H", "C", "C", "C", "O", "C", "N", "H", "H", "H", "H", "H", "H", "H", "H", "H", "H", "H", "C", "C", "C", "O", "C", "N", "H", "H", "H", "H", "H", "H", "H", "H", "H", "H", "H", "C", "C", "C", "O", "C", "N", "H", "H", "H", "H", "H", "H", "H", "H", "H", "H", "H"], "coordinates": [[-2.328094, 3.352667, -3.320298], [-3.272572, 3.179120, -4.514890], [-4.113225, 2.089179, -4.221494], [-2.987844, 3.345432, -2.112123], [-1.821519, 4.317545, -3.342526], [-1.585415, 2.555317, -3.292407], [-2.781069, 3.074688, -5.482172], [-3.883202, 4.076609, -4.613669], [-3.866555, 1.962839, -3.302372], [-2.313710, 3.529565, -1.453912], [-0.750724, -4.103755, -2.472294], [-1.921818, -4.790867, -3.213668], [-3.153042, -4.553166, -2.471012], [-0.626670, -2.696767, -2.619040], [0.217757, -4.469934, -2.812953], [-0.851600, -4.384887, -1.424012], [-1.716775, -5.851578, -3.068905], [-2.039350, -4.607362, -4.281660], [-3.810174, -5.213213, -2.703640], [-1.354365, -2.393828, -2.071049], [-2.021123, -3.925479, 1.511167], [-3.035792, -3.020854, 1.970060], [-2.443865, -1.742209, 2.146958], [-1.369460, -4.574401, 2.572571], [-1.233140, -3.442631, 0.933201], [-2.452488, -4.697611, 0.874112], [-3.447513, -3.387021, 2.910542], [-3.848125, -2.931619, 1.248769], [-2.513715, -1.292640, 1.301610], [-0.583692, -4.905197, 2.131275], [5.756959, 0.987035, 0.702662], [4.591631, 0.526536, -0.175929], [4.104999, 1.753356, -0.744505], [6.880641, 1.351226, -0.039709], [6.019595, 0.305418, 1.511692], [5.498335, 1.840320, 1.329641], [3.950824, -0.018678, 0.517041], [4.935562, -0.142901, -0.964389], [4.714670, 2.066191, -1.416837], [6.602594, 1.720193, -0.881225], [2.350857, -4.882207, 0.614717], [3.088135, -5.430049, -0.603548], [3.471917, -6.776490, -0.464472], [1.026603, -5.324172, 0.701446], [2.285276, -3.796198, 0.680957], [2.850269, -5.203514, 1.528745], [4.004696, -4.896601, -0.855442], [2.414173, -5.253341, -1.441794], [2.719100, -7.287492, -0.158324], [0.988551, -6.212254, 0.338873], [-0.132293, 5.375338, -0.794300], [-0.723158, 6.442642, 0.109235], [-0.586570, 6.243679, 1.525605], [-0.833964, 4.084341, -0.673039], [0.925103, 5.248516, -0.562050], [-0.297762, 5.630121, -1.841109], [-1.769876, 6.585816, -0.159082], [-0.312662, 7.433382, -0.085792], [-0.866588, 5.351071, 1.741101], [-0.704870, 3.760058, 0.221260], [2.498150, 3.624012, 1.543582], [2.850997, 2.738780, 2.814315], [1.651887, 2.255990, 3.391971], [1.847195, 2.806367, 0.544212], [3.433323, 3.907165, 1.060481], [1.838455, 4.470241, 1.735425], [3.229490, 3.413153, 3.582470], [3.628483, 1.986847, 2.679274], [1.581160, 1.355093, 3.067974], [2.545958, 2.334743, 0.084975], [0.279219, -0.255678, 0.355808], [-0.877556, -0.048152, -0.682265], [-1.993306, -0.947549, -0.423691], [0.498187, -1.611711, 0.771816], [-0.064205, 0.221516, 1.273652], [1.200721, 0.200628, -0.005736], [-0.384237, -0.253307, -1.632342], [-1.092739, 1.019612, -0.641327], [-2.666681, -0.940468, -1.107883], [-0.211161, -1.920132, 1.340409], [2.168210, -1.035148, -2.876049], [2.472366, -2.214892, -1.922756], [3.456769, -3.074226, -2.426068], [1.293439, -1.441060, -3.962998], [3.061279, -0.509685, -3.214322], [1.801380, -0.155444, -2.347217], [1.685594, -2.905511, -1.619213], [2.796313, -1.794867, -0.970534], [4.343793, -2.957429, -2.078031], [0.494812, -1.795567, -3.565355], [-0.824735, -2.219376, 5.515148], [-0.653761, -3.715714, 5.851078], [-1.701358, -4.412729, 5.337260], [-0.444514, -1.986540, 4.189771], [-0.151991, -1.592735, 6.100665], [-1.821837, -1.811573, 5.681276], [-0.770796, -3.991443, 6.899113], [0.321102, -4.071346, 5.517510], [-1.582976, -4.394034, 4.384768], [-1.241947, -1.976630, 3.655354], [-1.575964, 1.733865, 3.354055], [-1.719243, 2.670687, 2.127273], [-3.059120, 3.473422, 2.043577], [-4.219711, 2.583634, 1.831399], [-4.518008, 2.404772, 0.518291], [-0.616065, 3.628090, 2.331483], [-0.609528, 1.229831, 3.346611], [-2.293675, 0.918610, 3.262684], [-1.790829, 2.291793, 4.265462], [-1.724988, 2.111320, 1.191760], [-2.960871, 4.266055, 1.301837], [-3.156060, 4.103742, 2.927549], [-3.710749, 1.965208, -0.067556], [-4.797271, 3.328788, 0.012008], [-5.367047, 1.724525, 0.451308], [0.221131, 3.063587, 2.308001], [-0.656085, 3.883620, 3.307800], [-5.564027, -2.283348, -0.842367], [-5.417083, -1.552266, -2.078062], [-6.060731, -0.074793, -2.156700], [-7.348345, -0.083672, -1.746307], [-7.865762, 1.223429, -1.432626], [-3.907472, -1.501709, -2.218965], [-5.126036, -3.269696, -0.995278], [-6.611932, -2.388035, -0.561262], [-5.005129, -1.725885, -0.090732], [-5.748560, -2.150008, -2.927127], [-5.989712, 0.413293, -3.128721], [-5.465865, 0.527352, -1.469919], [-7.345585, 1.631963, -0.566248], [-8.936386, 1.267776, -1.232861], [-7.551882, 1.897705, -2.229455], [-3.850959, -1.511368, -3.227342], [-3.587817, -2.452900, -2.104225], [3.120647, -3.001045, 3.596779], [3.041882, -1.563726, 4.107617], [4.467926, -0.932420, 4.107264], [5.430398, -1.657826, 4.870309], [6.668721, -0.952824, 4.925596], [2.047784, -0.900190, 3.239741], [3.485201, -3.152063, 2.580714], [2.100996, -3.385450, 3.571194], [3.726901, -3.669025, 4.208625], [2.671400, -1.591290, 5.132352], [4.435847, 0.045956, 4.586695], [4.793701, -0.698723, 3.093676], [6.627731, -0.139059, 5.649625], [6.961467, -0.478127, 3.989091], [7.403591, -1.682263, 5.266150], [2.265593, -1.228475, 2.309747], [1.184406, -1.323537, 3.548687], [2.404591, 4.357014, -3.292351], [1.323244, 3.349822, -3.747105], [1.790682, 2.387942, -4.789495], [2.188482, 3.101160, -5.971250], [2.619570, 2.272977, -6.962837], [0.898324, 2.570028, -2.598326], [3.205059, 3.916127, -2.698249], [1.990298, 5.211355, -2.757013], [2.893919, 4.825712, -4.146148], [0.453042, 3.852727, -4.168925], [0.983841, 1.732288, -5.116913], [2.575499, 1.712234, -4.449513], [3.144775, 1.337775, -6.768806], [3.419558, 2.769181, -7.512284], [1.786434, 2.005904, -7.612956], [1.717840, 2.117379, -2.219381], [0.569665, 3.160586, -1.847774]], "forces_ev_per_angstrom": [[1.49, 0.55, -1.38], [-0.13, 0.97, 0.64], [0.06, -0.46, -0.17], [-2.20, -0.57, 0.67], [0.42, 0.09, -0.80], [0.31, -0.08, -0.42], [0.41, -0.34, 0.19], [-0.21, 0.27, 0.08], [-0.66, -0.66, 0.51], [0.39, 0.19, 0.51], [0.19, -0.23, -0.90], [0.10, -0.58, 1.28], [0.53, 0.62, -0.29], [-1.42, -0.80, 0.42], [-0.17, -0.47, -0.22], [0.00, 0.10, 0.21], [0.22, -0.24, -0.33], [0.13, 0.46, 0.09], [0.07, -0.05, -0.14], [0.03, 1.04, 0.25], [1.15, -2.08, -1.53], [-1.07, 1.58, 0.22], [-0.34, 0.18, 1.39], [0.35, -0.29, 0.45], [-0.40, 0.35, -0.42], [-0.24, -0.16, -0.31], [-0.08, 0.17, 0.15], [-0.07, -0.16, 0.03], [0.30, 0.45, -0.64], [0.68, -0.41, 0.44], [0.25, 0.02, 0.44], [1.66, 1.24, 0.89], [-2.46, -1.38, 1.31], [1.04, -0.74, 0.73], [0.48, -0.90, -0.49], [-0.90, 0.44, -0.24], [-1.09, 0.45, -0.43], [0.07, -0.11, 0.03], [1.02, 0.38, -1.30], [-0.19, 0.46, -0.82], [1.32, 0.42, 0.71], [-0.29, 0.96, 0.04], [-0.11, -0.48, 0.14], [-1.39, -0.54, -0.30], [0.21, 0.08, -0.50], [0.42, -0.07, 0.08], [-0.19, 0.10, 0.37], [-0.01, -0.27, -0.41], [0.03, -0.24, -0.02], [-0.27, -0.14, 0.07], [-0.67, -0.66, 0.56], [-0.56, 0.40, 0.60], [0.19, 0.98, -1.28], [0.36, 1.20, -0.06], [0.06, -0.24, -0.20], [0.29, 0.24, 0.04], [-0.44, -0.32, 0.05], [0.56, -0.15, -0.18], [0.18, -0.83, 0.15], [0.39, -0.04, 0.48], [1.05, -2.27, -0.44], [-0.81, 2.50, -0.05], [0.31, -0.49, -0.22], [-0.93, 0.50, 0.94], [0.18, 0.66, 0.36], [0.20, -0.07, 0.36], [0.41, 0.27, -0.08], [-0.30, -0.24, -0.50], [-0.20, -0.84, 0.23], [0.61, -0.19, -0.49], [-2.21, -0.52, 1.16], [1.43, -1.04, 0.23], [1.89, 0.73, 1.12], [0.86, -0.18, -1.22], [0.35, 0.69, 0.07], [-0.05, -0.19, 0.03], [-0.63, -0.08, -0.45], [-0.56, -0.02, -0.13], [-0.74, 0.54, -0.94], [-0.29, 0.45, 0.09], [-1.15, -0.69, 0.00], [0.77, 0.99, 0.58], [0.73, -1.06, -0.93], [1.57, 0.93, 0.27], [0.52, -1.02, -0.76], [-1.08, -0.23, 0.56], [-0.79, 0.66, -0.51], [0.16, 0.28, 0.22], [-0.15, 0.61, 0.06], [-0.09, -0.03, 0.19], [1.12, 0.05, 1.11], [-0.12, 1.27, 1.53], [-1.38, -1.33, -1.44], [-0.13, -0.11, -0.71], [0.15, -0.11, 0.42], [-0.26, -0.50, 0.21], [0.69, 0.87, 0.53], [0.24, 0.09, -0.23], [-0.32, -0.35, -0.66], [-0.12, 0.18, -0.61], [-1.53, -0.86, -1.36], [-0.91, 0.35, 1.74], [0.13, -1.02, 0.30], [1.94, 1.72, 2.41], [-0.51, -0.31, -1.75], [-0.67, -0.10, -1.41], [0.10, 0.42, 0.26], [-0.29, -0.08, 0.28], [0.28, -0.08, 0.09], [0.87, -0.03, -0.10], [-0.19, -0.39, -0.85], [-0.58, -0.59, 0.63], [0.27, -0.14, -0.08], [-0.05, 0.26, -0.10], [-0.02, -0.05, 0.12], [0.51, 0.08, -0.14], [-0.07, 0.27, 0.24], [-1.37, -0.52, 1.64], [0.88, 1.76, -1.96], [2.55, -1.07, 0.34], [-3.20, -0.13, 1.09], [1.46, -0.05, -0.23], [-1.07, 0.51, -1.66], [-0.02, -0.09, 0.35], [0.05, -0.05, 0.30], [-0.15, -0.20, 0.40], [-0.59, 0.07, -0.06], [0.41, -0.32, -0.47], [0.43, 0.19, 0.18], [0.01, -0.18, 0.39], [0.14, -0.57, -0.36], [-0.50, 0.18, -0.36], [0.89, 0.98, -0.58], [-0.13, -0.62, 0.63], [-0.07, -0.94, 0.53], [1.30, -0.84, -0.70], [-0.84, 1.01, 0.80], [-0.12, -0.10, -0.94], [-0.37, -0.33, 0.46], [1.41, 0.97, 0.80], [0.24, 0.68, -0.15], [-0.12, -0.21, 0.15], [0.03, 0.06, 0.24], [-0.01, 0.16, 0.06], [-0.49, 0.44, 0.03], [0.22, -0.54, -0.39], [-0.16, 0.11, 0.28], [-0.02, -0.37, -0.35], [0.12, 0.16, -0.19], [-0.48, 0.04, -0.31], [-0.50, 0.12, -0.47], [-0.01, 0.57, -1.15], [0.68, 0.54, 1.06], [-0.14, -0.25, -1.40], [0.27, 0.34, 2.04], [0.82, -0.52, -1.98], [-0.52, -0.71, 0.09], [-0.19, -0.30, 0.08], [-0.26, -0.21, 0.32], [0.08, -0.11, -0.26], [-0.04, 0.31, 0.06], [-0.43, -0.18, 0.38], [0.44, 0.21, 0.20], [-0.29, -0.30, 1.26], [-0.34, 0.52, -0.47], [-0.07, -0.03, -0.41], [0.31, -0.17, 0.09], [-0.13, 0.10, 0.02]]}